1.
DFT (ωB97M-V with the def2-TZVPD basis set) results for a 2-piece molecular cluster, C2H4O2P overall at a distorted geometry.

Output
Net charge   -1
Lowest unoccupied orbital energy (alpha / beta)   3.25 / 3.66 eV
Energy relative to the best compared isomer or geometry (same formula, charge and spin)   3.682 eV
Gap between HOMO and LUMO (alpha / beta)   0.17558 / 0.23896 hartree

Element x y z (Å)
1 C 0.959 -0.828 0.239
2 C 0.229 0.275 0.311
3 O -1.971 -1.239 -0.328
4 O -2.472 1.219 -0.113
5 P -1.474 0.160 -0.209
6 H 2.053 -1.009 0.408
7 H 0.309 -1.659 -0.081
8 H 0.529 1.368 0.556
9 H 1.838 1.712 -0.782

Cartesian forces (eV/Å) of the 2 atoms listed first:
C 0.08 -1.96 -0.07
C 0.01 3.60 0.57



2.
DFT (ωB97M-V with the def2-TZVPD basis set) results for C30H40CuN2O2P2 as an isolated structure at a distorted geometry.

Output
<S²>   0.7548
2S+1   2
Net charge   0
Lowest unoccupied orbital energy (alpha / beta)   0.43 / -0.16 eV
Energy relative to the best compared isomer or geometry (same formula, charge and spin)   0.666 eV
Gap between HOMO and LUMO (alpha / beta)   0.27314 / 0.24913 hartree

Element x y z (Å)
1 Cu 0.241 -0.492 -0.340
2 C 0.233 1.774 -4.254
3 C -0.810 2.111 -3.194
4 C -0.385 3.305 -2.347
5 P -1.006 0.629 -2.072
6 C -1.885 -0.644 -3.143
7 C -2.868 -0.155 -4.204
8 C -2.560 -1.669 -2.234
9 C -2.253 1.178 -0.875
10 C -3.504 1.652 -1.243
11 C -4.500 1.830 -0.299
12 C -4.252 1.442 1.010
13 C -2.997 1.034 1.403
14 C -1.922 0.992 0.493
15 N -0.620 0.769 0.816
16 C -0.047 0.981 2.025
17 C -0.636 1.731 3.063
18 C -0.062 1.812 4.312
19 C 1.142 1.178 4.584
20 C 1.827 0.585 3.541
21 C 1.272 0.516 2.270
22 P 2.217 0.024 0.803
23 C 3.339 1.510 0.528
24 C 2.443 2.742 0.445
25 C 4.447 1.717 1.555
26 C 3.371 -1.320 1.365
27 C 4.212 -1.785 0.178
28 C 2.544 -2.469 1.934
29 H 0.397 2.624 -4.913
30 H -0.083 0.925 -4.856
31 H 1.177 1.517 -3.777
32 H -1.776 2.331 -3.663
33 H 0.570 3.100 -1.868
34 H -1.119 3.510 -1.568
35 H -0.275 4.194 -2.967
36 H -1.051 -1.139 -3.655
37 H -3.761 0.268 -3.753
38 H -3.169 -1.009 -4.810
39 H -2.421 0.579 -4.869
40 H -3.359 -1.202 -1.656
41 H -1.842 -2.104 -1.544
42 H -2.990 -2.477 -2.825
43 H -3.699 1.889 -2.280
44 H -5.468 2.213 -0.586
45 H -5.048 1.472 1.741
46 H -2.838 0.734 2.428
47 H -1.542 2.279 2.865
48 H -0.565 2.373 5.085
49 H 1.556 1.188 5.579
50 H 2.804 0.159 3.724
51 H 3.792 1.339 -0.458
52 H 2.082 3.020 1.434
53 H 1.577 2.529 -0.180
54 H 2.987 3.586 0.025
55 H 4.034 1.803 2.557
56 H 4.970 2.645 1.327
57 H 5.174 0.911 1.532
58 H 4.021 -0.919 2.150
59 H 3.564 -2.117 -0.631
60 H 4.841 -2.624 0.471
61 H 4.851 -0.989 -0.201
62 H 2.022 -2.989 1.134
63 H 1.804 -2.098 2.644
64 H 3.190 -3.185 2.440
65 O 1.281 -4.035 -1.612
66 C 0.758 -3.050 -1.120
67 O 0.991 -1.841 -1.430
68 C -0.284 -3.268 -0.013
69 C -0.800 -4.528 0.266
70 C -1.739 -4.650 1.277
71 C -2.113 -3.514 1.983
72 C -1.538 -2.301 1.648
73 N -0.660 -2.187 0.665
74 H -0.461 -5.371 -0.317
75 H -2.188 -5.608 1.502
76 H -2.835 -3.569 2.784
77 H -1.797 -1.390 2.167

Cartesian forces (eV/Å) of the 2 atoms listed first:
Cu 0.28 0.33 -0.32
C -0.19 0.02 0.04



3.
DFT (ωB97M-V with the def2-TZVPD basis set) results for C21H26IN3Ni as an isolated structure at a distorted geometry.

Output
<S²>   2.0083
2S+1   3
Net charge   0
Lowest unoccupied orbital energy (alpha / beta)   -0.35 / -0.39 eV
Energy relative to the best compared isomer or geometry (same formula, charge and spin)   0.922 eV
Gap between HOMO and LUMO (alpha / beta)   0.22540 / 0.22677 hartree

Element x y z (Å)
1 C 2.529 -0.381 2.156
2 C 1.532 -1.646 2.050
3 H 3.356 -0.454 1.441
4 H 2.982 -0.539 3.144
5 H 2.145 0.642 2.264
6 H 0.963 -1.804 1.127
7 H 2.208 -2.508 2.057
8 H 0.901 -1.745 2.932
9 C 2.478 -1.309 -1.546
10 C 2.676 -1.466 -2.919
11 C 1.565 -1.733 -3.729
12 C 0.302 -1.794 -3.141
13 H 3.302 -1.072 -0.879
14 H 3.687 -1.358 -3.315
15 H 1.685 -1.886 -4.802
16 H -0.601 -1.981 -3.719
17 N 1.259 -1.373 -1.000
18 C 0.171 -1.580 -1.756
19 C -1.138 -1.544 -1.070
20 N -1.204 -0.916 0.126
21 C -2.359 -0.920 0.812
22 C -3.465 -2.188 -0.919
23 C -3.512 -1.552 0.333
24 H -2.361 -0.408 1.769
25 H -4.418 -1.534 0.945
26 C -2.262 -2.174 -1.629
27 H -2.156 -2.664 -2.594
28 H -4.347 -2.689 -1.328
29 Ni 0.869 0.103 0.995
30 I 1.761 1.842 -0.575
31 C -0.992 5.696 0.894
32 N -0.300 4.456 1.088
33 C 0.975 4.511 1.722
34 C -0.986 3.219 0.878
35 C -1.133 2.407 2.123
36 C -1.973 2.964 3.114
37 C -2.146 2.322 4.340
38 C -1.522 1.098 4.565
39 C -0.700 0.544 3.554
40 C -0.517 1.201 2.368
41 H -0.285 6.456 0.526
42 H -1.417 6.070 1.846
43 H -1.811 5.550 0.174
44 H 0.914 4.297 2.806
45 H 1.661 3.783 1.249
46 H 1.375 5.530 1.587
47 H -1.972 3.469 0.448
48 H -0.413 2.660 0.106
49 H -2.474 3.915 2.912
50 H -2.763 2.789 5.110
51 H -1.668 0.559 5.504
52 H -0.238 -0.421 3.740

Cartesian forces (eV/Å) of the 2 atoms listed first:
C 0.99 -2.18 1.31
C 1.39 -0.22 1.03



4.
DFT (ωB97M-V with the def2-TZVPD basis set) results for the molecule C18H25N3O4S2 at a distorted geometry.

Output
Net charge   0
Lowest unoccupied orbital energy   0.65 eV
SMILES   C=C[C@]1(N=C=S)[C@H](OCCC)CS(=O)(=O)O[C@]1(NCCC)c1ccccn1
Energy relative to the best compared isomer or geometry (same formula, charge and spin)   4.582 eV
Gap between HOMO and LUMO   0.35229 hartree

Element x y z (Å)
1 C 0.478 2.797 0.241
2 C 0.413 1.615 -0.367
3 C 0.348 0.269 0.365
4 N 0.593 0.661 1.785
5 C 0.760 -0.183 2.624
6 S 1.005 -1.302 3.680
7 C 1.524 -0.616 -0.124
8 O 2.475 0.260 -0.690
9 C 3.543 -0.357 -1.376
10 C 4.419 -1.280 -0.524
11 C 4.725 -0.661 0.848
12 C 1.127 -1.775 -1.054
13 S -0.195 -2.739 -0.346
14 O -1.012 -3.327 -1.361
15 O 0.442 -3.692 0.512
16 O -1.025 -1.776 0.620
17 C -1.068 -0.365 0.250
18 N -1.994 0.183 1.190
19 C -2.549 1.507 0.948
20 C -2.370 2.473 2.141
21 C -2.321 1.776 3.502
22 C -1.718 -0.358 -1.188
23 C -3.013 -0.886 -1.252
24 C -3.647 -0.936 -2.485
25 C -2.932 -0.449 -3.573
26 C -1.641 0.025 -3.430
27 N -1.036 0.068 -2.234
28 H 0.064 3.659 -0.268
29 H 0.975 2.960 1.185
30 H 0.453 1.599 -1.440
31 H 2.021 -1.115 0.712
32 H 3.238 -0.826 -2.315
33 H 4.193 0.461 -1.682
34 H 4.037 -2.297 -0.456
35 H 5.368 -1.341 -1.057
36 H 4.557 0.414 0.781
37 H 4.052 -1.014 1.625
38 H 5.762 -0.794 1.137
39 H 0.946 -1.459 -2.075
40 H 1.941 -2.491 -1.075
41 H -2.649 -0.500 1.526
42 H -2.191 1.968 0.034
43 H -3.631 1.401 0.838
44 H -1.534 3.153 1.990
45 H -3.269 3.093 2.151
46 H -1.307 1.459 3.716
47 H -2.690 2.452 4.270
48 H -3.001 0.928 3.512
49 H -3.519 -1.256 -0.376
50 H -4.652 -1.312 -2.584
51 H -3.393 -0.445 -4.551
52 H -1.103 0.369 -4.301

Cartesian forces (eV/Å) of the 2 atoms listed first:
C 0.14 -0.07 -0.22
C -0.13 0.12 0.14



- What is the net charge in the third record?
  0



- Which of these has the lowest energy relative to the best compared isomer or geometry (same formula, charge and spin)?
  C30H40CuN2O2P2



- net charge of number 1 (C2H4O2P)?
  -1



- Among the records above, which one has the highest energy relative to the best compared isomer or geometry (same formula, charge and spin)?
  C18H25N3O4S2